# 1
Here is a molecular structure, C37H37Cl6N8O4V from OMol25. Energies are from ωB97M-V/def2-TZVPD.

Element x y z (Å)
O  2.414  1.837  -0.132
V  2.487  0.291  -0.619
N  -0.839  -0.199  0.185
O  -1.664  -0.216  -0.669
O  0.367  -0.035  -0.056
O  -1.155  -0.462  1.366
N  -3.482  2.077  -3.906
C  -4.175  3.057  -4.539
C  -5.203  3.751  -3.992
C  -5.503  3.450  -2.681
C  -4.897  2.331  -2.015
C  -3.863  1.665  -2.676
H  -3.764  3.147  -5.533
H  -5.625  4.557  -4.574
H  -6.332  4.005  -2.267
H  -5.148  2.014  -1.013
H  -3.365  0.879  -2.127
N  3.377  -0.286  1.360
C  4.593  0.075  1.867
C  5.074  -0.331  3.093
C  4.164  -0.961  3.957
C  2.849  -1.115  3.591
C  2.474  -0.786  2.280
H  5.259  0.426  1.093
H  6.084  -0.229  3.463
H  4.578  -1.371  4.867
H  2.190  -1.604  4.292
H  1.455  -1.054  2.043
N  2.334  -1.785  -1.257
C  3.440  -2.639  -1.187
C  3.452  -3.977  -1.613
C  2.299  -4.549  -2.124
C  1.154  -3.714  -2.247
C  1.275  -2.411  -1.824
H  4.325  -2.177  -0.775
H  4.311  -4.613  -1.462
H  2.229  -5.567  -2.479
H  0.255  -4.081  -2.720
H  0.402  -1.827  -2.078
N  1.096  -3.357  1.222
C  1.976  -4.292  1.767
C  1.512  -5.555  2.191
C  0.192  -5.941  1.985
C  -0.656  -5.035  1.284
C  -0.171  -3.769  0.955
H  2.988  -3.993  1.998
H  2.107  -6.299  2.700
H  -0.142  -6.917  2.305
H  -1.678  -5.310  1.071
H  -0.921  -3.125  0.521
N  -0.045  3.537  -1.005
C  -1.434  3.485  -0.804
C  -2.286  4.439  -1.388
C  -1.735  5.489  -2.132
C  -0.373  5.598  -2.287
C  0.426  4.601  -1.699
H  -1.814  2.672  -0.204
H  -3.356  4.395  -1.245
H  -2.508  6.133  -2.527
H  0.092  6.336  -2.924
H  1.499  4.671  -1.796
N  1.802  0.639  -2.661
C  0.587  1.170  -3.034
C  0.059  1.239  -4.307
C  0.833  0.752  -5.380
C  2.108  0.219  -5.117
C  2.548  0.197  -3.806
H  -0.068  1.363  -2.198
H  -0.922  1.665  -4.458
H  0.451  0.708  -6.389
H  2.685  -0.170  -5.942
H  3.541  -0.205  -3.667
N  1.752  2.652  5.504
C  1.122  1.499  5.171
C  0.290  1.383  4.071
C  0.024  2.488  3.290
C  0.613  3.726  3.742
C  1.436  3.744  4.816
H  1.279  0.690  5.870
H  -0.266  0.502  3.788
H  -0.589  2.445  2.402
H  0.386  4.659  3.248
H  1.903  4.690  5.048
C  -2.226  -2.546  3.754
Cl  -2.792  -0.986  4.469
Cl  -3.344  -3.812  4.259
Cl  -0.617  -2.864  4.282
H  -2.132  -2.461  2.672
C  -4.550  -1.656  0.751
Cl  -3.797  -3.206  0.600
Cl  -5.411  -1.524  2.291
Cl  -5.557  -1.407  -0.733
H  -3.745  -0.922  0.787

Values from the calculation:
spin multiplicity = 3
net charge = 0
E_HOMO (alpha / beta) = -6.6826 / -8.8636 eV
expectation value of S² = 2.0387
frontier orbital gap (alpha / beta) = 6.5 / 8.7 eV

Here are the Löwdin charges for atoms 1 to 8, given in e: number 1, O, carries -0.45; number 2, V, carries 0.71; number 3, N, carries -0.58; number 4, O, carries 0.01; number 5, O, carries -0.11; number 6, O, carries -0.05; number 7, N, carries 0.06; number 8, C, carries -0.16


# 2
Here is 17 unconnected molecules or ions with the total composition C102H85F17 from OMol25. Energies are from ωB97M-V/def2-TZVPD.

Element x y z (Å)
F  1.903  7.142  -5.716
C  1.392  6.240  -4.813
C  1.365  4.966  -5.248
C  0.930  3.957  -4.363
C  0.608  4.249  -3.039
C  0.494  5.610  -2.706
C  0.898  6.613  -3.562
H  1.715  4.870  -6.229
H  0.732  2.901  -4.750
H  0.160  3.453  -2.462
H  0.112  5.859  -1.715
H  0.975  7.629  -3.278
F  -0.699  -2.597  8.044
C  -0.904  -2.492  6.690
C  -0.443  -3.525  5.941
C  -0.669  -3.487  4.539
C  -1.432  -2.445  4.017
C  -1.983  -1.444  4.876
C  -1.641  -1.400  6.198
H  0.164  -4.334  6.352
H  -0.266  -4.203  3.863
H  -1.498  -2.316  2.969
H  -2.558  -0.647  4.420
H  -1.859  -0.606  6.876
F  1.908  0.477  -7.213
C  2.560  -0.332  -6.363
C  2.229  -0.324  -5.029
C  3.036  -1.122  -4.268
C  4.069  -1.882  -4.801
C  4.335  -1.880  -6.189
C  3.436  -1.184  -6.946
H  1.545  0.305  -4.605
H  2.826  -1.173  -3.215
H  4.629  -2.490  -4.068
H  5.027  -2.499  -6.732
H  3.468  -1.131  -8.023
F  2.353  3.642  3.324
C  2.178  2.671  4.228
C  3.194  1.737  4.304
C  2.891  0.653  5.134
C  1.794  0.547  5.895
C  0.849  1.598  5.895
C  1.089  2.645  5.034
H  4.167  1.783  3.776
H  3.590  -0.156  5.211
H  1.748  -0.329  6.507
H  0.070  1.638  6.621
H  0.403  3.478  4.995
F  -4.275  1.925  1.635
C  -4.011  2.096  2.982
C  -4.664  1.203  3.817
C  -4.514  1.515  5.157
C  -3.636  2.458  5.628
C  -3.052  3.320  4.765
C  -3.271  3.173  3.384
H  -5.256  0.399  3.475
H  -5.047  0.834  5.788
H  -3.396  2.604  6.680
H  -2.454  4.147  5.098
H  -2.845  3.845  2.545
F  -4.397  -7.474  -3.102
C  -4.588  -6.206  -2.793
C  -4.727  -5.819  -1.429
C  -5.050  -4.510  -1.134
C  -5.146  -3.605  -2.190
C  -5.117  -3.971  -3.545
C  -4.852  -5.287  -3.850
H  -4.429  -6.523  -0.691
H  -5.315  -4.251  -0.095
H  -5.557  -2.705  -1.728
H  -5.394  -3.260  -4.305
H  -4.918  -5.742  -4.817
F  6.484  4.506  -3.295
C  5.815  4.603  -2.112
C  6.511  4.615  -0.910
C  5.713  4.758  0.233
C  4.345  4.860  0.114
C  3.731  5.033  -1.135
C  4.507  4.960  -2.259
H  7.624  4.589  -0.920
H  6.209  4.759  1.237
H  3.771  4.993  1.015
H  2.724  5.208  -1.292
H  4.183  5.148  -3.283
F  5.427  1.156  -0.823
C  5.811  1.125  -2.090
C  7.099  0.675  -2.402
C  7.553  0.904  -3.670
C  6.710  1.388  -4.672
C  5.431  1.829  -4.358
C  4.983  1.628  -3.062
H  7.766  0.199  -1.632
H  8.529  0.640  -3.899
H  7.148  1.611  -5.651
H  4.906  2.348  -5.176
H  3.956  1.899  -2.726
F  2.581  1.019  -1.243
C  1.434  0.922  -0.573
C  1.533  1.054  0.783
C  0.359  0.997  1.551
C  -0.805  0.576  1.001
C  -0.862  0.367  -0.373
C  0.222  0.569  -1.215
H  2.476  1.383  1.220
H  0.429  1.211  2.583
H  -1.665  0.510  1.630
H  -1.856  0.126  -0.899
H  0.121  0.401  -2.256
F  4.902  -3.186  -0.848
C  4.768  -2.787  0.416
C  4.048  -1.640  0.700
C  3.784  -1.362  2.041
C  4.314  -2.126  3.067
C  5.043  -3.313  2.718
C  5.369  -3.550  1.374
H  3.624  -1.177  -0.167
H  3.237  -0.445  2.316
H  4.282  -1.734  4.102
H  5.532  -3.940  3.419
H  6.009  -4.370  1.100
F  -3.863  0.388  -2.166
C  -3.056  0.253  -3.221
C  -2.632  1.358  -3.926
C  -1.869  1.105  -5.039
C  -1.514  -0.152  -5.418
C  -1.842  -1.207  -4.586
C  -2.675  -1.056  -3.514
H  -2.890  2.342  -3.604
H  -1.686  1.964  -5.646
H  -0.973  -0.339  -6.319
H  -1.601  -2.239  -4.861
H  -2.827  -1.888  -2.869
F  -1.097  6.552  1.350
C  -2.053  5.878  0.678
C  -3.273  6.415  0.352
C  -4.114  5.606  -0.379
C  -3.781  4.319  -0.731
C  -2.586  3.802  -0.343
C  -1.684  4.646  0.317
H  -3.517  7.432  0.677
H  -5.136  5.971  -0.641
H  -4.614  3.702  -1.124
H  -2.367  2.776  -0.380
H  -0.782  4.323  0.766
F  1.845  -6.594  1.249
C  0.768  -5.784  1.189
C  0.906  -4.398  1.092
C  -0.321  -3.702  1.123
C  -1.509  -4.319  1.303
C  -1.633  -5.667  1.344
C  -0.454  -6.429  1.232
H  1.825  -3.860  1.060
H  -0.337  -2.586  1.089
H  -2.436  -3.718  1.260
H  -2.521  -6.261  1.599
H  -0.523  -7.483  1.295
F  -3.955  -1.391  1.911
C  -5.029  -2.189  2.074
C  -6.288  -1.792  1.625
C  -7.420  -2.551  1.976
C  -7.292  -3.692  2.781
C  -5.988  -4.057  3.254
C  -4.911  -3.329  2.882
H  -6.463  -0.915  0.919
H  -8.353  -2.290  1.559
H  -8.142  -4.282  3.127
H  -6.036  -4.934  3.836
H  -3.899  -3.633  3.225
F  -7.921  -0.168  -1.067
C  -8.174  0.898  -0.226
C  -7.210  1.863  0.029
C  -7.497  2.923  0.913
C  -8.754  2.989  1.499
C  -9.718  1.993  1.203
C  -9.417  0.942  0.352
H  -6.248  1.764  -0.448
H  -6.711  3.695  1.042
H  -8.954  3.790  2.212
H  -10.732  1.980  1.709
H  -10.170  0.268  0.072
F  1.054  -2.254  -1.949
C  0.367  -3.281  -2.518
C  -0.873  -3.667  -1.982
C  -1.624  -4.660  -2.533
C  -1.153  -5.331  -3.670
C  0.098  -4.979  -4.189
C  0.890  -3.978  -3.604
H  -1.428  -3.057  -1.285
H  -2.566  -4.909  -2.075
H  -1.688  -6.049  -4.304
H  0.447  -5.552  -5.062
H  1.856  -3.688  -3.917
F  6.993  -1.005  5.161
C  7.535  -0.592  3.997
C  6.661  0.049  3.138
C  7.157  0.703  2.011
C  8.531  0.659  1.778
C  9.399  0.011  2.672
C  8.886  -0.598  3.786
H  5.578  0.022  3.347
H  6.432  1.254  1.416
H  8.916  1.141  0.860
H  10.443  0.032  2.380
H  9.397  -1.069  4.548

Values from the calculation:
net charge = 0
E_HOMO = -8.6487 eV
frontier orbital gap = 9.2 eV

Here are the Löwdin charges for atoms 1 to 8, given in e: number 1, F, carries 0.04; number 2, C, carries -0.27; number 3, C, carries -0.02; number 4, C, carries -0.06; number 5, C, carries -0.08; number 6, C, carries -0.09; number 7, C, carries -0.01; number 8, H, carries 0.11


Going through the records in order, we get electronic energy values of -159897.02927, -153345.69469 eV.